Formula: C8H6S4
Source: OMol25
Level of theory: ωB97M-V/def2-TZVPD

Each line ends with the Mulliken charge.
Element x y z (Å)
C: 1.573 -0.402 2.376  -0.330
C: 1.952 0.817 3.024  -0.287
S: 2.109 2.053 2.051  -0.122
C: 1.659 0.931 0.594  0.137
S: 1.610 1.867 -0.915  -0.163
S: -0.360 2.445 -1.361  -0.087
C: -0.918 0.800 -1.675  0.102
C: -1.566 -0.092 -0.795  -0.164
C: -2.209 -1.261 -1.312  -0.660
C: -1.973 -1.238 -2.750  -0.088
S: -1.167 0.008 -3.379  -0.116
C: 1.328 -0.301 0.930  -0.391
H: 1.562 -1.322 2.891  0.436
H: 1.588 1.065 4.018  0.329
H: -1.159 -0.160 0.396  0.335
H: -2.647 -1.974 -0.696  0.431
H: -2.228 -2.025 -3.560  0.264
H: 0.848 -1.213 0.164  0.374

Computed properties:
2S+1 ... 1
Structure (SMILES) ... c1csc(SSc2cccs2)c1

Formula: C4H5ClOS
Source: OMol25
Level of theory: ωB97M-V/def2-TZVPD

Each line ends with the Mulliken charge.
Element x y z (Å)
C: 2.377 -1.606 0.446  -0.791
C: 1.807 -0.511 -0.130  0.316
C: -0.188 -0.310 -0.304  0.447
C: -2.383 1.256 -0.065  -0.962
O: -0.871 -1.251 -0.529  -0.428
S: -0.527 1.405 0.008  0.015
Cl: 2.646 0.859 -0.489  -0.179
H: 3.468 -1.688 0.672  0.241
H: 1.847 -2.447 0.750  0.305
H: -2.607 1.283 -1.124  0.355
H: -2.665 2.321 0.091  0.341
H: -2.903 0.689 0.675  0.339

Computed properties:
2S+1 ... 1

Number 1: electronic energy -51730.1882 eV, HOMO level -0.3093 Eh. Number 2: electronic energy -29631.5137 eV, HOMO level -0.3416 Eh.